(1)
{"formula": "C79H181N7O23", "method": "ωB97M-V/def2-TZVPD", "species": ["C", "C", "O", "O", "H", "H", "H", "H", "H", "H", "C", "C", "O", "O", "H", "H", "H", "H", "H", "H", "C", "C", "O", "O", "H", "H", "H", "H", "H", "H", "C", "C", "O", "O", "H", "H", "H", "H", "H", "H", "C", "C", "O", "O", "H", "H", "H", "H", "H", "H", "C", "C", "O", "O", "H", "H", "H", "H", "H", "H", "C", "C", "O", "O", "H", "H", "H", "H", "H", "H", "C", "C", "O", "O", "H", "H", "H", "H", "H", "H", "C", "C", "C", "C", "C", "C", "N", "O", "C", "C", "C", "H", "H", "H", "H", "H", "H", "H", "H", "H", "H", "H", "H", "H", "H", "H", "H", "H", "H", "H", "C", "C", "C", "C", "C", "C", "N", "O", "C", "C", "C", "H", "H", "H", "H", "H", "H", "H", "H", "H", "H", "H", "H", "H", "H", "H", "H", "H", "H", "H", "C", "C", "C", "C", "C", "C", "N", "O", "C", "C", "C", "H", "H", "H", "H", "H", "H", "H", "H", "H", "H", "H", "H", "H", "H", "H", "H", "H", "H", "H", "C", "C", "C", "C", "C", "C", "N", "O", "C", "C", "C", "H", "H", "H", "H", "H", "H", "H", "H", "H", "H", "H", "H", "H", "H", "H", "H", "H", "H", "H", "C", "C", "C", "C", "C", "C", "N", "O", "C", "C", "C", "H", "H", "H", "H", "H", "H", "H", "H", "H", "H", "H", "H", "H", "H", "H", "H", "H", "H", "H", "C", "C", "C", "C", "C", "C", "N", "O", "C", "C", "C", "H", "H", "H", "H", "H", "H", "H", "H", "H", "H", "H", "H", "H", "H", "H", "H", "H", "H", "H", "C", "C", "C", "C", "C", "C", "N", "O", "C", "C", "C", "H", "H", "H", "H", "H", "H", "H", "H", "H", "H", "H", "H", "H", "H", "H", "H", "H", "H", "H"], "coordinates": [[18.757, 21.339, 23.673], [17.887, 22.544, 23.405], [18.701, 23.675, 22.997], [18.946, 20.482, 22.515], [18.282, 20.731, 24.415], [19.720, 21.692, 23.953], [17.271, 22.842, 24.209], [17.265, 22.294, 22.528], [18.125, 24.262, 22.456], [19.356, 21.062, 21.876], [19.885, 15.586, 23.544], [18.961, 16.766, 23.918], [18.527, 17.435, 22.743], [19.313, 14.733, 22.611], [20.143, 14.966, 24.423], [20.826, 15.969, 23.089], [19.526, 17.425, 24.640], [18.038, 16.357, 24.420], [18.778, 18.376, 22.733], [19.009, 15.313, 21.838], [16.859, 23.328, 15.320], [18.365, 23.240, 15.042], [19.085, 24.401, 15.452], [16.367, 24.523, 14.763], [16.646, 23.443, 16.396], [16.324, 22.445, 14.934], [18.453, 23.050, 13.979], [18.660, 22.278, 15.540], [18.538, 25.196, 15.323], [16.234, 24.372, 13.856], [19.708, 23.215, 18.542], [19.176, 22.477, 19.759], [20.003, 22.483, 20.880], [19.523, 24.617, 18.739], [19.067, 22.839, 17.749], [20.750, 23.011, 18.234], [18.913, 21.419, 19.509], [18.280, 23.004, 19.980], [19.738, 23.131, 21.542], [19.618, 25.056, 17.925], [12.069, 22.436, 17.857], [10.893, 22.509, 16.859], [10.995, 21.612, 15.772], [12.052, 21.267, 18.623], [11.935, 23.329, 18.465], [12.976, 22.566, 17.297], [10.770, 23.528, 16.473], [9.940, 22.344, 17.365], [11.076, 20.718, 16.100], [12.881, 20.744, 18.508], [13.112, 19.012, 14.038], [12.674, 17.772, 13.259], [13.514, 17.597, 12.136], [14.424, 18.664, 14.714], [12.359, 19.241, 14.795], [13.349, 19.828, 13.342], [11.660, 17.985, 13.013], [12.686, 16.945, 13.939], [13.704, 16.650, 12.042], [15.098, 18.665, 14.065], [9.396, 18.567, 18.581], [10.198, 17.721, 17.728], [11.133, 18.447, 16.929], [10.172, 19.203, 19.588], [8.796, 17.931, 19.288], [8.825, 19.339, 18.146], [9.626, 17.125, 16.984], [10.665, 16.940, 18.348], [11.759, 18.703, 17.570], [10.829, 19.872, 19.309], [13.679, 22.926, 13.880], [13.129, 24.286, 14.387], [13.804, 24.715, 15.598], [14.889, 22.937, 13.128], [12.907, 22.445, 13.274], [13.735, 22.275, 14.727], [12.075, 24.096, 14.713], [13.127, 24.962, 13.579], [14.724, 24.797, 15.489], [14.710, 22.751, 12.218], [11.692, 20.477, 22.155], [12.657, 19.533, 22.832], [14.131, 20.032, 22.400], [15.262, 19.663, 23.338], [14.958, 20.132, 24.754], [13.668, 19.352, 25.214], [12.561, 19.752, 24.353], [11.340, 19.112, 24.790], [13.954, 17.905, 25.291], [13.403, 19.884, 26.574], [12.521, 18.050, 22.463], [11.755, 21.468, 22.633], [10.685, 20.148, 22.340], [11.871, 20.394, 21.066], [14.183, 19.474, 21.409], [14.145, 21.088, 22.138], [16.194, 20.116, 23.007], [15.526, 18.603, 23.200], [14.754, 21.178, 24.756], [15.774, 19.992, 25.432], [12.975, 17.385, 25.315], [14.522, 17.496, 24.400], [14.534, 17.725, 26.186], [12.874, 20.909, 26.589], [12.667, 19.237, 27.069], [14.224, 19.909, 27.332], [11.938, 17.559, 23.224], [13.493, 17.550, 22.402], [11.989, 17.848, 21.528], [10.724, 19.822, 24.932], [14.757, 12.080, 13.270], [14.852, 13.164, 14.370], [15.802, 12.759, 15.538], [17.234, 12.828, 15.071], [17.702, 14.200, 14.560], [16.800, 14.620, 13.439], [15.417, 14.430, 13.911], [14.499, 14.995, 12.935], [16.895, 16.111, 13.254], [17.142, 13.928, 12.139], [13.512, 13.525, 14.910], [14.216, 11.304, 13.717], [15.698, 11.722, 12.829], [14.069, 12.445, 12.528], [15.736, 13.394, 16.401], [15.435, 11.767, 15.841], [17.360, 12.122, 14.269], [18.012, 12.423, 15.848], [18.640, 14.182, 14.027], [17.822, 14.988, 15.305], [16.514, 16.510, 14.197], [17.942, 16.498, 13.037], [16.214, 16.415, 12.430], [18.052, 14.458, 11.643], [17.436, 12.891, 12.327], [16.380, 14.096, 11.416], [13.071, 12.695, 15.460], [12.883, 13.753, 14.084], [13.562, 14.431, 15.589], [14.195, 14.244, 12.430], [17.763, 27.652, 22.386], [16.332, 27.040, 21.969], [15.260, 28.058, 21.578], [14.004, 27.428, 21.029], [14.341, 26.471, 19.859], [15.579, 25.482, 20.100], [16.645, 26.255, 20.719], [17.612, 25.251, 21.082], [14.999, 24.275, 20.939], [16.010, 24.975, 18.713], [15.826, 26.271, 23.128], [17.528, 28.457, 22.985], [18.165, 27.964, 21.423], [18.371, 27.017, 22.999], [15.012, 28.611, 22.514], [15.713, 28.775, 20.915], [13.258, 28.182, 20.741], [13.444, 26.996, 21.824], [14.621, 27.166, 19.059], [13.462, 25.916, 19.564], [14.573, 24.454, 21.932], [14.237, 23.843, 20.286], [15.732, 23.470, 21.129], [16.559, 24.010, 18.811], [15.156, 24.764, 18.096], [16.685, 25.679, 18.210], [15.724, 26.913, 24.017], [16.564, 25.571, 23.507], [14.851, 25.911, 22.939], [18.247, 25.373, 20.278], [21.977, 15.497, 18.644], [21.684, 16.982, 18.645], [21.430, 17.492, 20.078], [21.282, 19.036, 20.114], [22.669, 19.608, 19.643], [22.997, 19.142, 18.240], [22.904, 17.614, 18.251], [23.220, 17.077, 17.001], [22.021, 19.765, 17.249], [24.455, 19.466, 17.891], [20.506, 17.236, 17.719], [22.949, 15.351, 19.128], [21.947, 14.952, 17.707], [21.377, 14.970, 19.344], [20.613, 16.962, 20.584], [22.353, 17.207, 20.623], [21.150, 19.332, 21.138], [20.462, 19.334, 19.391], [23.468, 19.361, 20.386], [22.617, 20.685, 19.593], [21.079, 19.671, 17.767], [22.285, 20.805, 17.097], [22.062, 19.075, 16.368], [24.562, 20.525, 17.626], [25.128, 19.287, 18.775], [24.832, 18.952, 17.007], [19.959, 18.181, 17.752], [19.812, 16.410, 17.883], [20.789, 17.110, 16.685], [24.042, 16.590, 17.096], [17.925, 20.192, 13.208], [19.357, 19.687, 12.875], [19.662, 18.617, 14.002], [20.912, 17.826, 13.765], [20.883, 17.136, 12.408], [20.450, 18.119, 11.251], [19.254, 18.957, 11.613], [19.046, 19.943, 10.630], [21.725, 18.909, 10.815], [19.872, 17.230, 10.102], [20.318, 20.838, 12.924], [17.244, 19.320, 12.989], [17.643, 21.116, 12.719], [17.930, 20.406, 14.296], [19.650, 19.158, 14.974], [18.797, 17.988, 13.976], [21.174, 17.109, 14.521], [21.792, 18.529, 13.840], [20.207, 16.342, 12.438], [21.881, 16.777, 12.226], [21.414, 19.811, 10.288], [22.354, 19.247, 11.670], [22.405, 18.262, 10.220], [19.696, 17.819, 9.182], [20.649, 16.463, 9.812], [18.867, 16.828, 10.410], [19.972, 21.497, 13.736], [20.208, 21.374, 11.986], [21.405, 20.694, 13.190], [18.137, 19.900, 10.268], [13.313, 12.204, 23.150], [13.388, 13.697, 23.182], [12.998, 14.230, 21.791], [11.456, 14.314, 21.641], [10.786, 14.940, 22.898], [11.179, 14.356, 24.265], [12.627, 14.433, 24.246], [13.267, 14.055, 25.472], [10.687, 15.372, 25.293], [10.593, 12.980, 24.527], [14.855, 14.145, 23.448], [14.275, 11.834, 22.630], [12.474, 11.800, 22.581], [13.313, 11.763, 24.111], [13.421, 15.281, 21.746], [13.565, 13.606, 21.047], [10.972, 13.288, 21.450], [11.219, 15.035, 20.818], [9.683, 14.800, 22.727], [10.964, 16.009, 22.961], [10.900, 15.128, 26.363], [10.932, 16.461, 25.232], [9.543, 15.147, 25.284], [10.898, 12.310, 25.330], [9.514, 12.958, 24.698], [10.764, 12.463, 23.551], [15.411, 14.137, 22.523], [15.344, 13.454, 24.185], [14.881, 15.150, 23.799], [13.451, 14.887, 25.898], [15.499, 21.208, 18.805], [16.033, 19.809, 18.468], [17.023, 19.345, 19.522], [17.385, 17.843, 19.638], [16.082, 17.111, 19.765], [15.118, 17.445, 18.606], [14.879, 18.867, 18.653], [13.860, 19.172, 17.665], [15.723, 16.735, 17.295], [13.739, 16.670, 18.889], [16.539, 19.859, 17.007], [16.407, 21.822, 18.950], [14.789, 21.152, 19.666], [14.963, 21.694, 17.969], [17.936, 19.888, 19.463], [16.602, 19.553, 20.518], [18.033, 17.716, 20.561], [17.970, 17.468, 18.810], [15.582, 17.249, 20.740], [16.171, 15.981, 19.802], [15.690, 15.601, 17.349], [15.239, 17.026, 16.429], [16.752, 17.026, 17.263], [13.168, 17.206, 19.653], [13.102, 16.458, 17.993], [13.992, 15.660, 19.303], [17.241, 20.686, 16.955], [15.772, 20.034, 16.284], [17.055, 18.927, 16.785], [14.187, 18.946, 16.796]], "multiplicity": 1, "e_lumo_ev": 0.17, "e_homo_ev": -8.278}

***

(2)
{"formula": "C12H23NO4S", "method": "ωB97M-V/def2-TZVPD", "species": ["C", "C", "C", "C", "N", "C", "C", "O", "O", "C", "C", "C", "C", "C", "S", "C", "O", "O", "H", "H", "H", "H", "H", "H", "H", "H", "H", "H", "H", "H", "H", "H", "H", "H", "H", "H", "H", "H", "H", "H", "H"], "coordinates": [[2.918, -2.464, -0.101], [1.401, -2.622, -0.214], [0.871, -2.464, -1.651], [-0.313, -1.515, -1.872], [-0.169, -0.162, -1.309], [-1.321, 0.410, -0.667], [-2.568, 0.221, -1.550], [-2.360, 0.351, -2.933], [-2.245, 1.759, -3.201], [-1.678, -0.044, 0.777], [-1.733, 1.240, 1.619], [-0.543, 1.591, 2.566], [0.866, 1.065, 2.263], [1.710, 2.087, 1.491], [3.484, 1.699, 1.441], [-1.743, 2.305, 0.550], [-2.165, 3.397, 0.614], [-1.074, 1.842, -0.538], [3.267, -1.631, -0.722], [3.236, -2.276, 0.927], [3.431, -3.361, -0.468], [1.128, -3.617, 0.157], [0.911, -1.903, 0.452], [0.528, -3.443, -2.005], [1.691, -2.181, -2.325], [-0.449, -1.414, -2.955], [-1.227, -1.999, -1.498], [0.653, -0.075, -0.721], [-2.949, -0.800, -1.436], [-3.352, 0.911, -1.205], [-1.310, 1.815, -3.458], [-2.669, -0.512, 0.766], [-0.993, -0.807, 1.154], [-2.642, 1.270, 2.222], [-0.836, 1.316, 3.585], [-0.467, 2.686, 2.577], [0.851, 0.110, 1.728], [1.377, 0.862, 3.211], [1.353, 2.235, 0.468], [1.651, 3.059, 1.994], [3.479, 1.057, 0.269]], "multiplicity": 1, "e_lumo_ev": 0.62, "smiles": "CCCCN[C@@]1(COO)C[C@@H](CCCS)C(=O)O1", "e_homo_ev": -9.229}

***

Number 2 is which compound? C12H23NO4S